Record 1
Entry from the Open Molecules 2025 dataset: 3 unconnected molecules or ions with the total composition C4H14O3 (ωB97M-V/def2-TZVPD).

## Properties
- SMILES: CC[C@H](C)O.O.O
- Multiplicity: 1
- Kohn-Sham gap: 11.313 eV
- HOMO energy: -10.674 eV
- Total charge: 0
- LUMO energy: 0.64 eV
- ΔE to the lowest compared entry with this formula, charge and spin: 2.66 kcal/mol
- Molecular weight: 110.15 g/mol

Geometry as XYZ:
```
21
Properties=species:S:1:pos:R:3:nbo_charge:R:1
C -0.1256 -2.2364 0.9565 -0.61
C -0.5715 -1.1076 0.0295 -0.43
C -1.0025 0.1436 0.7537 0.10
C -1.3778 1.2672 -0.2019 -0.64
O 0.0763 0.6256 1.6139 -0.76
H -0.8794 -2.4624 1.7197 0.20
H 0.7788 -1.9581 1.4852 0.20
H 0.0594 -3.1598 0.4011 0.22
H 0.2278 -0.8442 -0.6668 0.22
H -1.4135 -1.4488 -0.5660 0.21
H -1.8243 -0.1154 1.4226 0.16
H -1.0839 2.2349 0.2146 0.23
H -0.8812 1.1104 -1.1718 0.22
H -2.4578 1.2763 -0.3822 0.22
H -0.0708 0.2034 2.4668 0.48
O 2.1070 1.1618 -0.2461 -0.98
H 1.6295 1.0182 0.5830 0.51
H 2.9356 0.6712 -0.1737 0.48
O 1.3506 0.8864 -2.9735 -0.97
H 1.1033 1.7765 -3.2582 0.46
H 1.4200 0.9571 -2.0067 0.49
```

Record 2
Entry from the Open Molecules 2025 dataset: 4 unconnected molecules or ions with the total composition C4H14O3 in a non-equilibrium geometry (ωB97M-V/def2-TZVPD).

## Properties
- SMILES: C=CCC.O.O.O
- Multiplicity: 1
- Kohn-Sham gap: 10.323 eV
- HOMO energy: -10.203 eV
- Total charge: 0
- LUMO energy: 0.12 eV
- ΔE to the lowest compared entry with this formula, charge and spin: 28.81 kcal/mol
- Molecular weight: 110.15 g/mol

Geometry as XYZ:
```
21
Properties=species:S:1:pos:R:3:nbo_charge:R:1
C -1.7823 1.0647 0.7956 -0.41
C -0.6575 1.7422 0.7083 -0.16
C -0.5637 3.1773 0.2539 -0.44
C 0.2017 3.3114 -1.0477 -0.61
H -1.8071 0.0578 1.2049 0.20
H -2.7627 1.5278 0.6971 0.20
H 0.3074 1.2478 0.8183 0.18
H -1.5594 3.6022 0.1357 0.21
H -0.0880 3.7249 1.0799 0.21
H 0.0796 4.2918 -1.5306 0.22
H 1.2641 3.1205 -0.9644 0.20
H -0.2043 2.6385 -1.8078 0.21
O -0.0033 -2.5698 -1.5637 -0.95
H -0.1621 -1.7889 -1.0151 0.48
H 0.4340 -2.2348 -2.3551 0.48
O 3.9623 -0.5091 2.8821 -0.93
H 3.2596 -0.8035 2.2853 0.46
H 3.7594 0.4313 2.9747 0.46
O -1.8174 -4.7745 -1.7226 -0.96
H -1.6418 -5.0452 -0.8211 0.47
H -1.5486 -3.8517 -1.8312 0.49
```

Record 3
Entry from the Open Molecules 2025 dataset: 4 unconnected molecules or ions with the total composition C4H14O3 in a non-equilibrium geometry (ωB97M-V/def2-TZVPD).

## Properties
- Multiplicity: 2
- Kohn-Sham gap (alpha / beta): 9.837 / 6.375 eV
- HOMO energy (alpha / beta): -14.767 / -14.765 eV
- Total charge: +1
- LUMO energy (alpha / beta): -4.93 / -8.39 eV
- ΔE to the lowest compared entry with this formula, charge and spin: 6.97 kcal/mol
- Molecular weight: 110.15 g/mol

Geometry as XYZ:
```
21
Properties=species:S:1:pos:R:3:lowdin_spin:R:1
C 1.2791 -1.7380 -1.2710 0.08
C 1.3644 -0.9777 -0.0510 0.35
C 2.0085 0.2693 0.0262 0.36
C 1.9611 1.1057 1.2144 0.07
H 1.8356 -1.3028 -2.1088 0.00
H 0.2268 -1.8165 -1.6044 0.03
H 1.5830 -2.7988 -1.2678 0.02
H 1.1919 -1.5234 0.8703 0.01
H 2.5581 0.6628 -0.8170 0.01
H 2.9747 1.2719 1.6069 0.03
H 1.3585 0.6985 2.0222 0.00
H 1.5367 2.0892 0.9939 0.02
H -0.5185 1.2802 -0.5827 0.00
H -1.9269 1.0053 -1.2394 0.00
O -0.9734 0.9744 -1.3691 0.01
H -2.1657 -2.1371 -0.2676 0.00
H -1.6297 -0.7370 -0.5890 0.00
O -2.1435 -1.2401 0.0797 0.00
H -2.3365 1.6221 2.1343 0.00
H -2.0994 0.3944 1.2023 0.00
O -2.0099 1.3506 1.2704 0.00
```

Record 4
Entry from the Open Molecules 2025 dataset: 4 unconnected molecules or ions with the total composition C4H14O4 in a non-equilibrium geometry (ωB97M-V/def2-TZVPD).

## Properties
- SMILES: C/C=C(/C)O.O.O.O
- Multiplicity: 1
- Kohn-Sham gap: 8.940 eV
- HOMO energy: -8.691 eV
- Total charge: 0
- LUMO energy: 0.25 eV
- ΔE to the lowest compared entry with this formula, charge and spin: 30.82 kcal/mol
- Molecular weight: 126.15 g/mol

Geometry as XYZ:
```
22
Properties=species:S:1:pos:R:3:nbo_charge:R:1
C 0.8404 2.2231 0.3326 -0.64
C -0.5191 1.5728 0.1597 -0.32
C -1.1764 0.7238 -0.6204 0.32
C -2.5169 0.1199 -0.3212 -0.67
O -0.7033 0.1447 -1.7513 -0.71
H 0.8634 3.1755 -0.1589 0.22
H 1.6273 1.5251 0.1058 0.21
H 1.0278 2.5051 1.3914 0.22
H -1.1317 2.0527 0.9521 0.20
H -2.9529 -0.2419 0.6079 0.24
H -2.4922 -0.8018 -0.9271 0.24
H -3.2603 0.8776 -0.6272 0.22
H 0.1105 0.5523 -2.0911 0.48
O -1.2860 -2.0009 1.4668 -0.94
H -0.9846 -1.1995 1.9111 0.47
H -0.5099 -2.5692 1.5260 0.47
O 1.8455 -1.5159 -1.4340 -0.97
H 0.9061 -1.3232 -1.5406 0.49
H 2.3729 -0.9186 -1.9719 0.48
O 2.6105 -1.7934 1.3412 -0.96
H 2.1370 -2.0388 0.5414 0.49
H 3.1918 -1.0694 1.1077 0.47
```

Record 5
Entry from the Open Molecules 2025 dataset: 3 unconnected molecules or ions with the total composition C4H14O4 in a non-equilibrium geometry (ωB97M-V/def2-TZVPD).

## Properties
- Multiplicity: 2
- Kohn-Sham gap (alpha / beta): 8.764 / 1.878 eV
- HOMO energy (alpha / beta): -12.329 / -12.313 eV
- Total charge: +1
- LUMO energy (alpha / beta): -3.57 / -10.43 eV
- ΔE to the lowest compared entry with this formula, charge and spin: 77.68 kcal/mol
- Molecular weight: 126.15 g/mol

Geometry as XYZ:
```
22
Properties=species:S:1:pos:R:3:lowdin_spin:R:1
C -3.4632 3.3451 -0.6485 0.00
O -3.3844 4.2496 -1.7308 0.00
H -2.5636 3.4406 -0.0405 0.00
H -4.3107 3.8154 -0.1498 0.00
H -3.7265 2.3141 -0.8850 0.00
H -2.4773 4.2684 -2.0447 0.00
C -1.7343 -0.8327 -0.2686 0.00
O -1.8884 -1.9721 0.5349 0.03
H -1.7275 -1.0220 -1.3420 0.00
H -2.5916 -0.1670 -0.1684 0.00
H -0.7750 -0.3540 -0.0723 0.00
H -1.6603 -1.6737 1.4184 0.00
C 2.4274 -1.8293 0.1762 0.08
C 3.8823 -1.5414 0.5765 0.10
O 4.1684 -0.3203 1.2358 0.36
O 1.6757 -2.1495 1.3872 0.34
H 2.2465 -2.6645 -0.5004 0.00
H 2.0649 -0.8795 -0.2170 0.02
H 4.5505 -1.4904 -0.2831 0.05
H 4.4102 -2.2830 1.1761 0.00
H 3.9162 0.4674 0.7485 0.00
H 0.9609 -2.7212 1.0977 0.00
```

Record 6
Entry from the Open Molecules 2025 dataset: 2 unconnected molecules or ions with the total composition C4H15BCl2FN2O3P2S in a non-equilibrium geometry (ωB97M-V/def2-TZVPD).

## Properties
- Multiplicity: 1
- Kohn-Sham gap: 9.777 eV
- HOMO energy: -12.721 eV
- Total charge: +1
- LUMO energy: -2.94 eV
- Molecular weight: 333.91 g/mol

Geometry as XYZ:
```
31
Properties=species:S:1:pos:R:3:nbo_charge:R:1
C 2.4049 -0.2052 0.9944 -0.69
C 1.6906 -0.5204 -0.3025 0.36
F 1.6850 0.5989 -1.0839 -0.33
N 0.2555 -0.9864 -0.1251 -0.78
C -0.6093 0.2102 0.2691 -0.63
B -1.8559 -0.1134 1.2318 1.13
O -1.6520 -0.2783 2.5626 -0.89
O -3.1189 -0.1699 0.6820 -0.91
P 0.2319 -2.3049 1.1176 0.97
S -1.1807 -3.5872 0.9205 -0.45
P -0.2831 -1.8096 -1.7683 1.46
N 0.0602 -0.5520 -2.8130 -1.19
O -1.8724 -1.6505 -1.6853 -0.97
H 1.8078 0.4123 1.6622 0.24
H 3.2612 0.4050 0.7109 0.27
H 2.8028 -1.0831 1.4915 0.24
H 2.2362 -1.3061 -0.8321 0.19
H -1.0306 0.6088 -0.6527 0.27
H -0.0043 1.0083 0.6906 0.26
H -2.4839 -0.4087 3.0259 0.51
H -3.4818 -1.0515 0.8088 0.51
H 1.4975 -2.8681 0.9375 -0.01
H 0.2389 -1.6384 2.3433 0.04
H -0.5377 -0.5799 -3.6304 0.43
H 1.0330 -0.5144 -3.0838 0.41
H -2.2554 -2.4815 -1.9924 0.53
C 0.3701 4.2332 -0.2809 -0.39
Cl -0.5016 4.2508 -1.8113 0.00
Cl -0.5744 3.4485 1.0028 -0.04
H 1.2930 3.6818 -0.4137 0.22
H 0.5735 5.2520 0.0240 0.24
```

Record 7
Entry from the Open Molecules 2025 dataset: a molecular structure, C4H15LiN6O4 in a non-equilibrium geometry (ωB97M-V/def2-TZVPD).

## Properties
- Multiplicity: 1
- Kohn-Sham gap: 5.847 eV
- HOMO energy: -5.495 eV
- Total charge: 0
- LUMO energy: 0.35 eV
- Molecular weight: 218.14 g/mol

Geometry as XYZ:
```
30
Properties=species:S:1:pos:R:3:nbo_charge:R:1
Li 0.1332 0.4856 0.1956 0.89
C -0.1104 2.1160 -2.0203 -0.22
O -0.3935 2.4422 -0.7090 -1.01
H 0.2616 1.0865 -2.1775 0.09
H -1.0050 2.2407 -2.6795 0.09
H 0.6011 2.8181 -2.5045 0.11
C -1.4959 -1.2149 -1.0541 0.79
O -0.9534 -1.3190 0.0451 -0.73
N -0.8035 -1.3017 -2.2277 -0.82
N -2.8375 -1.1194 -1.2154 -0.84
H 0.1635 -1.5609 -2.2213 0.42
H -1.2974 -1.0644 -3.0666 0.39
H -3.4167 -1.2335 -0.4033 0.40
H -3.2859 -0.7052 -2.0117 0.40
C 2.7721 -1.0166 -0.6082 0.78
O 1.9104 -0.1501 -0.5829 -0.70
N 3.9508 -0.8215 -1.2494 -0.83
N 2.6602 -2.1918 0.0681 -0.84
H 4.1557 0.1320 -1.4910 0.42
H 4.7008 -1.4735 -1.1142 0.38
H 1.8324 -2.2591 0.6337 0.42
H 3.4735 -2.7689 0.1575 0.39
C -0.9824 1.1824 2.9299 0.79
O -0.0883 1.2888 2.1113 -0.67
N -0.7328 1.0141 4.2600 -0.84
N -2.3075 1.0567 2.6014 -0.85
H -1.5335 0.9323 4.8555 0.38
H 0.2206 0.9351 4.5517 0.41
H -3.0165 1.2602 3.2829 0.38
H -2.5755 1.2096 1.6437 0.42
```

Record 8
Entry from the Open Molecules 2025 dataset: 2 unconnected molecules or ions with the total composition C4H15N2O in a non-equilibrium geometry (ωB97M-V/def2-TZVPD).

## Properties
- Multiplicity: 1
- Kohn-Sham gap: 10.784 eV
- HOMO energy: -13.925 eV
- Total charge: +1
- LUMO energy: -3.14 eV
- ΔE to the lowest compared entry with this formula, charge and spin: 16.24 kcal/mol
- Molecular weight: 107.18 g/mol

Geometry as XYZ:
```
22
Properties=species:S:1:pos:R:3:nbo_charge:R:1
N -0.9171 3.1162 1.1691 -0.81
C 0.3979 2.6049 1.2666 0.06
O 0.5501 1.1492 1.5880 -0.79
H -1.4887 2.7731 0.4165 0.36
H -1.4051 3.0096 2.0466 0.37
H 0.9250 2.6899 0.3180 0.18
H 0.9524 3.1302 2.0378 0.20
H 0.4467 1.0835 2.5505 0.50
C -0.7797 -2.3215 -1.5954 -0.63
C -0.0817 -1.5525 -0.4908 -0.05
C 1.4425 -1.6549 -0.5176 -0.63
N -0.4820 -0.1101 -0.5274 -0.71
H -1.8652 -2.2492 -1.4919 0.22
H -0.5203 -1.9583 -2.5901 0.22
H -0.5122 -3.3702 -1.5032 0.25
H -0.3666 -1.9548 0.4823 0.22
H 1.8751 -1.2064 -1.4175 0.22
H 1.7190 -2.7061 -0.5709 0.25
H 1.8712 -1.1791 0.3616 0.23
H -1.4900 -0.0504 -0.4430 0.42
H -0.0521 0.4133 0.3095 0.48
H -0.2193 0.3436 -1.3986 0.42
```